Computed, not measured: C33H32BEuN7O2PS2 as an isolated structure at a distorted geometry, with ωB97M-V/def2-TZVPD.

2S+1: 7
LUMO energy (alpha / beta): 4.305 / 2.757 eV
ΔE to the lowest compared entry with this formula, charge and spin: 86.70 kcal per mole
expectation value of S²: 12.07
net charge: -2

Last column: Mulliken spin population.
Geometry (Å):
1 H -7.1653 -1.1647 5.3752  -0.0008
2 O -2.2115 1.5474 1.0332  -0.0037
3 H -5.7022 -0.0407 1.0719  0.0024
4 C -0.1448 -2.7866 -3.2257  0.0213
5 H 6.2984 4.5793 -0.3670  0.0000
6 H 3.2799 -2.6329 4.7516  -0.0002
7 C -0.5146 -1.7447 -2.3536  0.0132
8 H 2.3726 3.0556 -1.1408  -0.0038
9 N 0.2977 1.6102 3.1234  0.0010
10 C 0.3914 -0.9401 -1.6855  -0.0021
11 H 1.8171 5.6329 1.4994  0.0001
12 C 0.3652 4.3179 0.3782  0.0054
13 C 4.8804 1.6793 0.6587  0.0000
14 B 0.8280 5.7574 0.8045  0.0001
15 C -5.2675 -0.1320 2.0587  0.0210
16 H -2.7334 -5.7962 1.2669  -0.0090
17 H 3.7225 -0.1954 4.8093  -0.0001
18 N 0.0644 3.2450 0.0656  -0.0140
19 P 2.2709 0.5572 0.1332  -0.0085
20 N -1.5688 -0.7732 0.8137  0.0018
21 C 3.3506 2.9454 -0.6899  0.0028
22 N -0.8728 -2.9628 0.9584  0.1601
23 C 5.8379 2.6699 0.4949  0.0000
24 C 4.1246 -0.8107 -1.4902  0.0015
25 H 0.7967 -0.1425 3.9199  0.0008
26 C 3.6243 1.8046 0.0663  -0.0002
27 H -2.2270 -0.0826 3.5658  0.0084
28 N -6.2960 -0.6915 5.5653  -0.0053
29 C 2.7354 -0.4789 1.5720  -0.0079
30 C -3.8941 -0.0563 2.2073  -0.0361
31 C 5.5504 3.8042 -0.2515  0.0000
32 S -2.8284 0.2188 0.8222  0.0520
33 H -4.5472 -4.0379 1.1265  0.0499
34 H -0.1085 -0.3181 2.5592  -0.0135
35 H 6.8104 2.5570 0.9599  0.0000
36 C 4.3041 3.9394 -0.8440  0.0000
37 H -0.9143 -3.3897 -3.6958  0.0015
38 N 0.0100 0.2339 3.4095  0.0062
39 H 5.5514 -1.9581 -2.6333  -0.0001
40 C -3.3045 -0.1652 3.4592  -0.0032
41 C -3.4903 -3.7811 1.0776  0.3593
42 H 2.1113 -2.3129 0.6456  0.0006
43 H 1.4706 -3.8009 -4.2012  0.0005
44 H 1.0864 6.3791 -0.2086  0.0001
45 H 3.8159 -3.2575 -3.8183  -0.0001
46 C -6.0623 -0.3483 3.1705  -0.0003
47 C 2.1665 -2.2590 -2.8604  0.0063
48 H -0.5450 2.0287 2.7465  0.0000
49 H -1.5840 -1.5852 -2.2074  0.0013
50 C 3.3806 -0.6662 3.8950  -0.0026
51 C -1.9009 -2.1224 0.8873  -0.0829
52 C 1.1704 -3.0292 -3.4997  -0.0015
53 H 4.8988 -0.2728 -0.9593  0.0002
54 C 1.7658 -1.2506 -1.9322  0.0038
55 S -1.1498 2.0259 -3.3153  0.8881
56 H 5.1088 0.8055 1.2551  -0.0001
57 N -3.1985 -2.4535 0.9101  0.1846
58 Eu -0.8494 1.1110 -0.8060  4.1114
59 H 0.9977 1.7162 2.3908  -0.0009
60 C -2.4964 -4.7446 1.1576  -0.1636
61 C -5.4897 -0.4985 4.4304  0.0192
62 H -0.3437 -4.9820 1.0995  0.0670
63 H -7.1401 -0.4160 3.0664  0.0002
64 C 3.1350 -2.0331 3.8613  0.0022
65 H -3.6496 -0.5197 5.5395  0.0028
66 H -0.0765 6.2861 1.4176  0.0001
67 H 3.3184 1.1789 2.8155  -0.0001
68 H 4.0618 4.8323 -1.4060  0.0000
69 C 3.1623 0.1075 2.7662  0.0036
70 C 2.7994 -0.5633 -1.2295  0.0029
71 C -4.1039 -0.3985 4.5620  -0.0067
72 O -3.5343 0.1974 -0.4494  -0.0116
73 C 2.6783 -2.6181 2.6885  -0.0084
74 C 2.4861 -1.8507 1.5502  0.0025
75 H 2.4594 -3.6779 2.6654  0.0074
76 C 4.4998 -1.7738 -2.4446  -0.0010
77 H -5.8039 -1.1118 6.3379  0.0005
78 C -1.1850 -4.2911 1.0703  0.3729
79 C 3.5398 -2.4884 -3.1036  0.0017

***

Computed, not measured: a 3-piece molecular cluster, C13H12Cl4 overall, with ωB97M-V/def2-TZVPD.

2S+1: 1
structure (SMILES): ClC(Cl)(Cl)Cl.c1ccccc1.c1ccccc1
LUMO energy: 0.274 eV
ΔE to the lowest compared entry with this formula, charge and spin: 0.00 kcal per mole

Last column: Löwdin charge in e.
Geometry (Å):
1 H -7.7445 18.4131 -21.7152  0.1005
2 H -7.1814 16.1005 -26.0424  0.1009
3 Cl -13.8022 24.5778 -27.4850  0.5212
4 H -11.0775 17.5253 -24.7431  0.1018
5 C -7.5279 17.9706 -25.0631  -0.1111
6 H -14.3680 20.2412 -24.4359  0.0978
7 H -10.0177 18.9786 -26.3871  0.0853
8 Cl -14.1327 26.4298 -25.3128  0.5360
9 H -7.8953 19.6882 -23.8106  0.1025
10 C -13.3960 20.0043 -24.8515  -0.0967
11 Cl -16.4015 25.6966 -26.9158  0.5191
12 C -7.2338 15.8875 -23.9084  -0.0994
13 C -7.6908 18.6266 -23.8511  -0.0948
14 Cl -15.2218 23.7827 -25.1043  0.5308
15 H -7.0704 14.8178 -23.9417  0.0997
16 C -7.6134 17.9063 -22.6635  -0.0961
17 H -7.5997 18.5172 -25.9956  0.0955
18 H -13.2976 18.1463 -23.7810  0.1010
19 C -11.5887 18.4370 -25.0277  -0.0928
20 C -14.8865 25.1235 -26.1993  -2.0707
21 H -11.0221 21.1286 -26.9974  0.0999
22 C -12.8071 18.8019 -24.4898  -0.0987
23 C -12.7591 20.8530 -25.7427  -0.0986
24 C -11.5428 20.4801 -26.3040  -0.0902
25 C -10.9598 19.2742 -25.9438  -0.0973
26 H -13.2066 21.7985 -26.0215  0.0518
27 H -7.3139 15.9482 -21.7860  0.0996
28 C -7.3030 16.6025 -25.0905  -0.1004
29 C -7.3855 16.5406 -22.6890  -0.0966